*w*
Molecular formula: C4H7NO
Method: DFT, wB97M-V/def2-TZVPD

```
13
Properties=species:S:1:pos:R:3
C -1.60893 -0.72440 0.20455
C -0.34855 -0.05927 -0.36830
C 0.15645 1.20620 0.18708
O 2.06376 1.01922 -0.21882
C 1.94439 -0.26554 -0.12857
N 0.82535 -0.87702 0.03351
H -1.62997 -1.76398 -0.15060
H -2.54058 -0.23810 -0.10705
H -1.56381 -0.75457 1.29703
H -0.43072 -0.01407 -1.46753
H 0.04761 1.26662 1.27676
H 0.25913 2.11554 -0.36329
H 2.82587 -0.91064 -0.19477
```

Output
Net charge: 0
Spin multiplicity: 1

These are the Löwdin partial charges, in e, on atoms 1 to 5:
1 C -0.058
2 C -0.428
3 C 0.128
4 O -0.030
5 C -0.379


*x*
Molecular formula: C4H7NO
Method: DFT, wB97M-V/def2-TZVPD

```
13
Properties=species:S:1:pos:R:3
C -1.87473 -0.07196 -0.14247
C -0.43197 0.18980 0.08216
C 0.49786 1.22420 -0.00600
O 0.53349 2.44262 -0.11381
C 1.66754 0.18615 0.07244
N 0.59922 -0.88636 0.16937
H -2.31879 -0.75113 0.60034
H -2.09614 -0.48091 -1.14269
H -2.40222 0.88389 -0.06357
H 2.24372 0.05938 -0.84785
H 2.32679 0.18571 0.94418
H 0.62344 -1.41509 1.04641
H 0.63179 -1.56629 -0.59852
```

Output
Net charge: 0
Spin multiplicity: 1

These are the Löwdin partial charges, in e, on atoms 1 to 5:
1 C -0.070
2 C -0.246
3 C -0.468
4 O -0.014
5 C -0.027


*y*
Molecular formula: C4H7NO
Method: DFT, wB97M-V/def2-TZVPD

```
13
Properties=species:S:1:pos:R:3
C -0.20961 -0.82905 1.70967
O -0.42011 -1.01568 0.29850
C 0.60585 -0.16934 -0.71025
C -0.37454 0.80870 -1.15990
C -0.30605 2.14667 -0.65276
N -0.28292 3.22222 -0.21329
H 0.68987 -1.37385 2.00708
H -0.09920 0.23778 1.94145
H -1.06985 -1.23640 2.24890
H 1.41184 0.15384 -0.05043
H 0.91290 -0.94059 -1.41695
H -1.06627 -0.17718 -0.18031
H -0.74936 0.71559 -2.17577
```

Output
Net charge: 0
Spin multiplicity: 1

These are the Löwdin partial charges, in e, on atoms 1 to 5:
1 C -0.071
2 O -0.193
3 C -0.075
4 C -0.228
5 C -0.300


Of them, the most stable is *x* and the least stable is *y*.


*w*
Molecular formula: C4H7NO
Method: DFT, wB97M-V/def2-TZVPD

```
13
Properties=species:S:1:pos:R:3
C 1.83113 0.26159 -0.68506
C 0.50890 -0.29073 -0.37517
O 0.35128 -1.51232 -0.35877
N -0.54008 0.44951 -0.28042
C -1.54743 -0.11254 0.58697
C -0.85035 1.04953 1.00584
H 2.55409 -0.48820 -0.98200
H 2.35138 0.91177 0.15836
H 1.67338 1.06879 -1.47725
H -2.65195 -0.05439 0.16294
H -1.04788 -1.02928 1.13115
H -1.38787 2.08226 0.80204
H -0.17431 1.01386 1.84243
```

Output
Net charge: 0
Spin multiplicity: 1

These are the Löwdin partial charges, in e, on atoms 1 to 5:
1 C -0.008
2 C -0.622
3 O 0.047
4 N -0.022
5 C -0.136


*x*
Molecular formula: C4H7NO
Method: DFT, wB97M-V/def2-TZVPD

```
13
Properties=species:S:1:pos:R:3
C -1.79251 0.39716 -0.08988
N -0.37929 0.14467 -0.04399
C 0.40945 -1.08074 -0.00662
C 1.67029 -0.18770 0.09553
C 0.68709 0.99503 0.05401
O 0.75685 2.19973 0.09209
H -2.27635 0.20083 0.87527
H -1.93414 1.45063 -0.34451
H -2.27060 -0.22166 -0.85692
H 0.33235 -1.68160 -0.92056
H 0.21204 -1.71355 0.86656
H 2.22790 -0.26774 1.03147
H 2.35692 -0.23506 -0.75245
```

Output
Net charge: 0
Spin multiplicity: 1

These are the Löwdin partial charges, in e, on atoms 1 to 5:
1 C -0.033
2 N -0.112
3 C -0.131
4 C -0.042
5 C -0.469


*y*
Molecular formula: C4H7NO
Method: DFT, wB97M-V/def2-TZVPD

```
13
Properties=species:S:1:pos:R:3
C 1.91563 0.35865 0.61064
C 0.60030 0.38240 0.66886
N -0.15604 -0.08172 -0.44589
C -0.97202 -1.22674 -0.05206
C -0.78387 0.99905 -1.04654
O -1.97609 1.12445 -1.17931
H 2.50763 0.46697 1.49963
H 2.39496 0.16964 -0.34285
H 0.00180 0.65024 1.54679
H -0.37745 -1.83911 0.63382
H -1.21349 -1.83458 -0.92627
H -1.89457 -0.90961 0.44171
H -0.04680 1.74035 -1.40853
```

Output
Net charge: 0
Spin multiplicity: 1

These are the Löwdin partial charges, in e, on atoms 1 to 5:
1 C 0.050
2 C -0.221
3 N -0.170
4 C -0.055
5 C -0.328


Of them, the most stable is *x* and the least stable is *w*.


*w*
Molecular formula: C4H7NO
Method: DFT, wB97M-V/def2-TZVPD

```
13
Properties=species:S:1:pos:R:3
O -2.59668 -0.88239 1.49252
C -1.46685 -0.54549 1.23801
C -1.13910 0.36138 0.07345
N 0.08767 0.00336 -0.55546
C 1.22513 0.63888 -1.09807
C 1.33234 -0.55073 -0.17802
H -0.60321 -0.88014 1.85365
H -1.21861 1.40662 0.41424
H -1.93141 0.19692 -0.65958
H 1.61670 1.58136 -0.70243
H 1.32397 0.53145 -2.17448
H 1.50037 -1.55858 -0.55492
H 1.79845 -0.34307 0.78773
```

Output
Net charge: 0
Spin multiplicity: 1

These are the Löwdin partial charges, in e, on atoms 1 to 5:
1 O 0.053
2 C -0.238
3 C -0.153
4 N -0.163
5 C -0.132


*x*
Molecular formula: C4H7NO
Method: DFT, wB97M-V/def2-TZVPD

```
13
Properties=species:S:1:pos:R:3
C 0.84196 -0.21793 -0.77419
C -0.23328 -0.01713 1.42227
N 0.06862 -1.25219 -1.19814
C 0.58647 0.59768 0.27679
C -0.76456 1.89312 -0.76768
O -1.84561 1.50439 -0.64739
H 1.63690 0.05247 -1.46572
H 0.38682 -1.85633 -1.93243
H -0.61469 -1.62556 -0.56136
H 1.28163 1.38567 0.52233
H -0.29757 0.70326 2.24061
H 0.20558 -0.94508 1.81325
H -1.25228 -0.22236 1.07167
```

Output
Net charge: 0
Spin multiplicity: 1

These are the Löwdin partial charges, in e, on atoms 1 to 5:
1 C -0.262
2 C -0.107
3 N 0.098
4 C -0.305
5 C -0.041


Of them, the most stable is *x* and the least stable is *w*.


*w*
Molecular formula: C4H7NO
Method: DFT, wB97M-V/def2-TZVPD

```
13
Properties=species:S:1:pos:R:3
C -1.49184 -0.94946 0.35634
C 0.63381 0.22411 -1.01480
C -0.25899 -0.52804 1.13689
N 0.68794 0.20447 0.28084
C 1.42536 1.26006 -1.65762
O 2.61138 1.28521 -1.92227
H -1.78561 -0.14815 -0.32683
H -1.30268 -1.83444 -0.25381
H -2.31906 -1.15513 1.04034
H -0.53046 0.16938 1.93718
H 0.24355 -1.38183 1.60572
H 1.35557 0.77836 0.79883
H 0.73104 2.07546 -1.98081
```

Output
Net charge: 0
Spin multiplicity: 1

These are the Löwdin partial charges, in e, on atoms 1 to 5:
1 C -0.112
2 C -0.013
3 C -0.233
4 N -0.031
5 C -0.336


*x*
Molecular formula: C4H7NO
Method: DFT, wB97M-V/def2-TZVPD

```
13
Properties=species:S:1:pos:R:3
C -1.56080 -0.29950 0.31546
C -0.70043 -0.85648 -0.53725
C 0.30275 0.01252 -1.23760
N 1.34832 -0.13360 -0.19951
C 1.02348 0.49502 1.02208
O 1.90790 1.25682 0.31629
H -2.04006 -0.84889 1.11773
H -1.81491 0.75581 0.22501
H -0.49549 -1.92471 -0.52106
H 0.66511 -0.34278 -2.21306
H -0.01945 1.05566 -1.32738
H 0.00565 0.87549 1.14495
H 1.37793 -0.04537 1.89431
```

Output
Net charge: 0
Spin multiplicity: 1

These are the Löwdin partial charges, in e, on atoms 1 to 5:
1 C -0.022
2 C -0.177
3 C -0.180
4 N 0.005
5 C -0.310


Of them, the most stable is *w* and the least stable is *x*.


*w*
Molecular formula: C4H7NO
Method: DFT, wB97M-V/def2-TZVPD

```
13
Properties=species:S:1:pos:R:3
C -1.41425 1.93169 0.33820
C -0.48614 0.77644 0.38123
N -0.20285 -0.02993 1.30452
C 0.78334 -0.93526 0.72198
C 0.98981 -0.53301 -0.71923
O 0.21109 0.52736 -0.84724
H -0.86738 2.84748 0.09299
H -1.90241 2.04360 1.30594
H -2.16883 1.77700 -0.43891
H 1.73637 -0.86529 1.26124
H 0.46273 -1.97984 0.80055
H 1.34390 -3.15368 -2.20993
H 1.51461 -2.40656 -1.99134
```

Output
Net charge: 0
Spin multiplicity: 1

These are the Löwdin partial charges, in e, on atoms 1 to 5:
1 C 0.004
2 C -0.388
3 N 0.120
4 C -0.217
5 C -0.024


*x*
Molecular formula: C4H7NO
Method: DFT, wB97M-V/def2-TZVPD

```
13
Properties=species:S:1:pos:R:3
C 1.88695 -0.23214 0.51735
C 0.56822 0.46671 0.29813
O 0.27843 1.50270 0.86626
C -0.39876 -0.16444 -0.65576
C -1.76759 -0.38717 -0.10344
N -1.52675 0.64605 -1.08735
H 1.79822 -1.31435 0.38494
H 2.26453 -0.00081 1.51487
H 2.61196 0.13510 -0.21817
H 0.00399 -0.86028 -1.38927
H -1.93021 -0.09486 0.93248
H -2.34305 -1.24306 -0.44647
H -1.44596 1.54655 -0.61357
```

Output
Net charge: 0
Spin multiplicity: 1

These are the Löwdin partial charges, in e, on atoms 1 to 5:
1 C -0.009
2 C -0.418
3 O 0.071
4 C -0.262
5 C -0.127


Of them, the most stable is *x* and the least stable is *w*.


*w*
Molecular formula: C4H7NO
Method: DFT, wB97M-V/def2-TZVPD

```
13
Properties=species:S:1:pos:R:3
C 0.65132 -1.26738 0.90773
N -0.59020 -1.11247 1.02311
C -1.23606 -0.02329 0.31263
C -0.26903 1.01629 -0.26318
C 0.91067 0.26205 -0.86626
O 1.51035 -0.61081 0.09500
H 1.17093 -2.01146 1.50813
H -1.88944 0.25978 1.15645
H -1.91187 -0.42836 -0.45370
H 0.10112 1.67861 0.52575
H -0.74559 1.64206 -1.02688
H 0.58650 -0.33682 -1.72772
H 1.71131 0.93179 -1.19105
```

Output
Net charge: 0
Spin multiplicity: 1

These are the Löwdin partial charges, in e, on atoms 1 to 5:
1 C -0.248
2 N 0.039
3 C -0.233
4 C -0.158
5 C -0.182


*x*
Molecular formula: C4H7NO
Method: DFT, wB97M-V/def2-TZVPD

```
13
Properties=species:S:1:pos:R:3
C -1.19886 -0.69922 0.25931
O -0.03566 -1.49865 0.35066
C 1.06945 -0.86232 -0.23199
C 0.54674 1.07698 0.88315
N 0.58797 0.55580 -0.57164
C -0.69050 0.72803 0.15849
H -1.80928 -0.86392 1.14907
H -1.77525 -0.98595 -0.63710
H 1.86517 -0.86465 0.53597
H 1.40140 -1.35675 -1.14134
H 0.76331 2.13942 0.87139
H 0.67266 1.15475 -1.41252
H -1.39714 1.47647 -0.21343
```

Output
Net charge: 0
Spin multiplicity: 1

These are the Löwdin partial charges, in e, on atoms 1 to 5:
1 C -0.162
2 O -0.108
3 C -0.172
4 C -0.069
5 N -0.041


Of them, the most stable is *w* and the least stable is *x*.